# C5H15NP

A molecular structure, C5H15NP in a non-equilibrium geometry (the ωB97M-V functional and the def2-TZVPD basis, the Open Molecules 2025 dataset).

XYZ file:
```
22
Properties=species:S:1:pos:R:3:lowdin_charge:R:1
C -0.94 0.42 1.69 -0.1129
C -2.08 0.69 -0.49 -0.0344
C 2.61 1.07 -0.61 -0.3858
C -0.68 0.55 0.28 -0.4719
C 0.10 -0.54 -0.48 -0.3298
N -0.38 -1.91 -0.21 0.1462
P 2.27 -0.44 0.33 0.9060
H -0.04 0.43 2.26 0.0504
H -1.50 1.38 2.01 0.1399
H -1.35 -0.58 2.15 0.1251
H -2.35 1.70 -0.81 0.0855
H -2.81 0.29 0.15 0.0474
H -2.02 0.05 -1.47 0.1052
H 3.71 1.06 -0.80 0.0567
H 2.26 1.97 -0.13 0.0342
H 2.00 0.97 -1.55 0.0453
H -0.19 1.45 0.07 0.1044
H 0.21 -0.42 -1.57 0.1132
H -1.21 -1.94 0.42 0.1627
H 0.41 -2.27 0.33 0.1228
H -0.66 -2.48 -1.11 0.2246
H 2.63 -1.46 -0.45 -0.1348
```

Values from the calculation:
- HOMO level (hartree) = -0.4783
- M (g mol⁻¹) = 120.16
- charge = +1
- maximum force (eV/Å) = 4.89
- frontier orbital gap (eV) = 9.3
- energy above the lowest of the compared OMol25 structures with the same formula, charge and spin (kJ/mol) = 196.2

***

# C5H15NP

A gas-phase ion, C5H15NP (charge +1) in a non-equilibrium geometry (the ωB97M-V functional and the def2-TZVPD basis, the Open Molecules 2025 dataset).

XYZ file:
```
22
Properties=species:S:1:pos:R:3:lowdin_charge:R:1
C -1.51 0.74 0.40 -0.0516
C 1.47 0.87 1.17 -0.1624
C -0.92 0.03 -2.53 0.0365
C -0.47 -0.25 0.04 -0.3803
C 0.83 -0.42 0.91 -0.4954
N -0.04 0.32 -1.36 0.0169
P 0.03 -1.42 2.54 0.9022
H -1.03 1.72 0.49 0.0871
H -2.14 0.55 1.33 0.1190
H -2.17 0.84 -0.46 0.0710
H 2.03 0.81 2.07 0.0559
H 0.92 1.79 1.43 0.0937
H 2.23 1.22 0.44 0.1017
H -0.87 -1.07 -2.51 0.1285
H -1.89 0.38 -2.32 0.0764
H -0.59 0.40 -3.43 0.0802
H -0.71 -1.22 -0.05 0.0820
H 1.49 -1.09 0.35 0.0951
H 0.88 -0.15 -1.55 0.1802
H 0.16 1.31 -1.13 0.1762
H -1.19 -0.90 2.29 -0.1470
H 0.33 -0.42 3.55 -0.0661
```

Values from the calculation:
- HOMO level (spin up / spin down) (hartree) = -0.3050 / -0.5398
- M (g mol⁻¹) = 120.16
- charge = +1
- maximum force (eV/Å) = 4.07
- frontier orbital gap (spin up / spin down) (eV) = 5.3 / 8.1
- energy above the lowest of the compared OMol25 structures with the same formula, charge and spin (kJ/mol) = 236.7
- multiplicity = 3

***

# C5H15O3

3 unconnected molecules or ions with the total composition C5H15O3 in a non-equilibrium geometry (the ωB97M-V functional and the def2-TZVPD basis, the Open Molecules 2025 dataset).

XYZ file:
```
23
Properties=species:S:1:pos:R:3:lowdin_charge:R:1
C -1.00 -0.65 0.76 -0.2657
O -0.32 -1.44 1.60 0.0005
C -0.54 -0.85 -0.74 -0.1590
C -0.74 0.43 -1.52 -0.2102
C 0.57 1.28 -1.81 -0.2331
C 0.42 2.73 -1.34 -0.1073
H -2.08 -0.84 0.69 0.1629
H -0.98 0.41 1.06 0.1237
H -1.22 -1.61 -1.12 0.1108
H 0.43 -1.34 -0.79 0.1018
H -1.39 1.13 -0.99 0.0941
H -1.16 0.28 -2.51 0.1094
H 0.96 1.18 -2.81 0.0981
H 1.28 0.73 -1.17 0.0953
H 1.24 3.21 -1.86 0.0654
H 0.76 2.86 -0.33 0.0616
H -0.57 3.16 -1.49 0.0716
H 0.73 -2.88 1.29 -0.0027
H 2.01 -2.53 0.70 0.0281
O 1.47 -3.31 0.82 -0.0740
H -0.09 0.09 4.16 0.0176
H -0.02 -1.22 3.29 -0.0173
O 0.26 -0.80 4.12 -0.0714
```

Values from the calculation:
- HOMO level (spin up / spin down) (hartree) = -0.4014 / -0.3949
- M (g mol⁻¹) = 123.17
- maximum force (eV/Å) = 2.43
- frontier orbital gap (spin up / spin down) (eV) = 11.5 / 7.9
- energy above the lowest of the compared OMol25 structures with the same formula, charge and spin (kJ/mol) = 17.9
- multiplicity = 2

***

# C5H16BBrN3O3

2 unconnected molecules or ions with the total composition C5H16BBrN3O3 (the ωB97M-V functional and the def2-TZVPD basis, the Open Molecules 2025 dataset).

XYZ file:
```
29
Properties=species:S:1:pos:R:3:lowdin_charge:R:1
C 1.85 1.02 0.27 0.0519
B 1.33 0.62 -1.13 -0.4536
O 1.82 1.16 -2.25 0.2460
N 0.13 -0.38 -1.31 -0.0136
O -0.92 -0.02 -0.44 0.0606
C 0.43 -1.86 -1.25 -0.1475
C 1.19 -2.31 0.00 -0.7292
C 2.68 -2.49 -0.22 -0.1211
Br 0.42 -4.05 0.48 0.7977
H 1.06 1.52 0.84 0.0834
H 2.66 1.73 0.13 0.0954
H 2.24 0.19 0.85 0.0709
H 1.96 0.58 -3.01 0.1429
H -0.26 -0.21 -2.24 0.2025
H -0.65 -0.27 0.46 0.1265
H 0.95 -2.15 -2.15 0.1484
H -0.54 -2.34 -1.28 0.1082
H 0.99 -1.69 0.86 0.0779
H 2.89 -2.89 -1.21 0.0918
H 3.23 -1.56 -0.08 0.0785
H 3.07 -3.20 0.50 0.0750
C -3.80 2.50 1.58 -0.6766
O -4.93 2.90 1.72 0.0568
N -2.71 3.19 2.06 0.1474
N -3.52 1.32 0.93 0.1464
H -1.77 2.88 1.96 0.0767
H -2.89 4.05 2.54 0.1076
H -4.30 0.81 0.57 0.1054
H -2.60 0.96 0.80 0.0439
```

Values from the calculation:
- HOMO level (hartree) = -0.4517
- M (g mol⁻¹) = 256.92
- charge = +1
- maximum force (eV/Å) = 0.81
- frontier orbital gap (eV) = 8.4

***

# C5H16BrFeN4O3

A molecular structure, C5H16BrFeN4O3 in a non-equilibrium geometry (the ωB97M-V functional and the def2-TZVPD basis, the Open Molecules 2025 dataset).

XYZ file:
```
30
Properties=species:S:1:pos:R:3:lowdin_charge:R:1
Fe 1.50 -5.00 0.85 1.1048
Br 0.83 -2.64 0.67 0.1979
C -0.03 0.59 3.56 -0.5978
O -0.05 1.68 4.14 0.4190
N 1.06 0.20 2.99 0.2523
N -1.09 -0.12 3.43 0.2900
H 0.98 -0.53 2.29 0.0297
H 1.93 0.64 3.24 0.1631
H -1.91 0.17 3.94 0.1714
H -1.20 -0.80 2.69 0.1403
C 3.15 0.91 -0.89 -0.6022
O 3.90 0.47 -0.01 0.4069
N 2.13 0.29 -1.37 0.2489
N 3.17 2.09 -1.34 0.2769
H 1.47 0.88 -1.87 0.1406
H 2.01 -0.69 -1.20 0.0906
H 3.73 2.78 -0.85 0.1766
H 2.47 2.34 -2.02 0.1702
C -2.77 0.34 -0.58 -0.0450
C -2.38 -0.59 -1.72 -0.4891
C -1.22 -0.25 -2.58 -0.0493
O -1.99 -1.83 -1.14 -0.0772
H -3.19 1.33 -0.77 0.0938
H -1.78 0.61 -0.22 0.0493
H -3.36 -0.10 0.22 0.0868
H -3.32 -0.64 -2.28 0.1589
H -0.28 -0.36 -2.04 0.0373
H -1.25 0.78 -2.94 0.0984
H -1.37 -0.89 -3.44 0.1106
H -1.12 -1.68 -0.75 -0.0537
```

Values from the calculation:
- HOMO level (spin up / spin down) (hartree) = -0.6592 / -0.6591
- M (g mol⁻¹) = 315.96
- charge = +3
- maximum force (eV/Å) = 4.57
- frontier orbital gap (spin up / spin down) (eV) = 4.9 / 3.6
- energy above the lowest of the compared OMol25 structures with the same formula, charge and spin (kJ/mol) = 0.0
- multiplicity = 7

***

# C5H16BrFeN4O3

A molecular structure, C5H16BrFeN4O3 in a non-equilibrium geometry (the ωB97M-V functional and the def2-TZVPD basis, the Open Molecules 2025 dataset).

XYZ file:
```
30
Properties=species:S:1:pos:R:3:lowdin_charge:R:1
Fe -4.48 18.82 -1.31 1.1636
Br -6.07 16.88 -1.75 0.1578
C -6.59 13.99 -4.67 -0.6797
O -6.83 13.62 -5.77 0.1736
N -7.49 14.01 -3.67 0.2186
N -5.41 14.28 -4.13 0.3074
H -8.49 13.93 -3.76 0.1530
H -7.17 14.67 -2.97 0.0028
H -5.27 14.40 -3.14 0.0316
H -4.59 14.40 -4.72 0.1668
C -5.18 13.14 -0.74 -0.7274
O -4.49 13.51 -1.62 0.1876
N -6.36 13.65 -0.63 0.2163
N -4.89 12.44 0.29 0.2622
H -6.63 14.24 -1.40 0.0130
H -7.08 13.46 0.05 0.1610
H -3.97 12.09 0.50 0.1664
H -5.69 12.27 0.89 0.1520
C -8.41 16.84 -5.96 0.0126
C -7.02 17.17 -6.45 -0.3556
C -6.91 18.13 -7.63 0.0762
O -6.34 17.62 -5.31 0.1597
H -8.29 16.35 -4.99 0.0683
H -8.98 16.15 -6.59 0.1287
H -9.05 17.69 -5.74 0.1270
H -6.43 16.33 -6.81 0.2197
H -7.37 17.62 -8.47 0.1282
H -5.90 18.43 -7.93 0.1231
H -7.57 18.95 -7.36 0.1324
H -6.87 17.34 -4.56 0.0531
```

Values from the calculation:
- HOMO level (spin up / spin down) (hartree) = -0.7230 / -0.7068
- M (g mol⁻¹) = 315.96
- charge = +3
- maximum force (eV/Å) = 7.13
- frontier orbital gap (spin up / spin down) (eV) = 6.1 / 4.6
- energy above the lowest of the compared OMol25 structures with the same formula, charge and spin (kJ/mol) = 70.8
- multiplicity = 7